99
Properties=species:S:1:pos:R:3 method="wB97M-V/def2-TZVPD" mol_weight_g_mol=725.9 spin_multiplicity=1 smiles="CC1=C(CCCCCCCSc2nnco2)C(=O)C(c2ccncc2)=CC1=O.CC#N.CC#N.CC#N.CC#N.CC#N.CC#N.CC#N.CC#N" e_lumo_ha=-0.0446 total_energy_ha=-2663.84820
S 0.8321 -1.2473 -6.8736
O -1.1011 -1.6759 1.4197
O -0.4000 -3.6430 -7.5870
O 0.7037 -3.2852 5.6763
N -2.7437 3.4296 0.2205
N -5.9400 0.8198 3.6029
N 0.3238 3.3346 2.2720
N -6.2789 5.3519 6.7239
N 3.2433 1.1126 -9.8594
N 1.3320 4.1697 -6.2898
N 1.5399 -4.0687 -6.2364
N 4.2965 -1.2691 8.3783
N 2.6707 3.3288 -1.2940
N 0.9790 -5.2828 -6.5388
N 3.3389 -7.2773 7.3505
C -6.4001 4.1833 6.6192
C -0.6830 -1.3199 2.5475
C -1.6521 -1.2080 3.8364
C 1.7267 -0.7434 -5.3137
C 2.8531 -1.0625 4.5563
C 1.9961 -0.9425 -11.0410
C 1.0449 3.5518 -8.8830
C -1.1573 -1.6694 5.0971
C -5.7274 -0.5774 3.6581
C 0.6833 -0.1319 -0.6389
C 0.8563 -0.9373 2.8472
C 2.5829 4.1579 -2.1317
C 3.1907 -3.6922 8.0924
C -4.7687 1.6196 3.6332
C 1.3542 -1.4099 4.1077
C -3.0961 -0.5708 3.7470
C -3.7970 0.9773 -0.0056
C 0.8467 0.7218 0.7406
C -6.5541 2.6983 6.4861
C 2.6523 -6.9475 6.4494
C 2.6940 0.2087 -10.3829
C 1.2038 3.8949 -7.4310
C 0.8122 -0.8773 -3.9887
C -3.3830 0.9647 3.7188
C 0.2326 4.1548 1.4311
C -4.4321 -1.4024 3.7072
C 1.7383 -0.0851 1.8194
C 0.3520 -2.2504 5.0551
C 0.7078 -3.0774 -6.8694
C 1.5786 0.4961 -1.8442
C 0.0996 5.1890 0.3568
C -3.2072 2.3495 0.1197
C 3.8092 -2.3366 8.2530
C 2.4747 5.2110 -3.1943
C -0.1717 -5.0332 -7.3626
C 1.7791 -6.5302 5.3027
C 0.7032 0.5503 -3.2003
H 2.3586 -1.0603 -12.0634
H 0.9205 -0.7608 -11.0626
H 2.9838 -1.2424 5.6891
H 2.6466 -1.4361 -5.2248
H 0.3743 2.6982 -8.9920
H -2.4716 1.6653 3.7309
H -0.2512 -1.1905 -4.2677
H 1.0386 1.4193 -3.8799
H 1.5116 -7.4027 4.7045
H 3.6409 -1.5861 3.9226
H -3.0917 0.3151 -0.5108
H 2.2830 -3.6173 7.4906
H -0.2096 0.9547 1.1041
H 2.1915 -1.8609 -10.4851
H -1.7599 -1.6000 6.0610
H -6.6919 -1.2102 3.6649
H 3.2636 5.9529 -3.0599
H 2.5754 4.7600 -4.1828
H 2.4981 -0.1864 -1.9921
H 1.4093 1.6862 0.4927
H 0.8804 5.9431 0.4694
H -0.4059 0.7042 -2.9845
H -4.7213 1.0222 -0.5838
H -0.8050 -5.8793 -7.7782
H 1.2644 -1.6508 -3.2760
H -0.4064 -0.0741 -0.9769
H 3.8927 -4.3640 7.5960
H 0.9371 -1.2464 -0.4875
H 0.8676 -6.0635 5.6792
H 2.0149 3.2994 -9.3144
H 3.0191 0.0734 4.4169
H -5.6580 2.1973 6.8560
H -7.4152 2.3608 7.0651
H 1.5047 5.7063 -3.1272
H 2.4759 0.6002 2.3599
H 1.9515 1.5469 -1.5896
H -6.7034 2.4326 5.4386
H -4.0154 0.5756 0.9860
H 0.1960 4.7189 -0.6230
H -0.8763 5.6716 0.4264
H 0.6267 4.4045 -9.4205
H 2.3861 -0.8458 1.2355
H 2.3099 -5.8154 4.6721
H 2.0359 0.3515 -5.4622
H -4.8339 2.7597 3.6163
H 2.9369 -4.1027 9.0709
H -4.4171 -2.5458 3.7362

101
Properties=species:S:1:pos:R:3 method="wB97M-V/def2-TZVPD" charge=+3 mol_weight_g_mol=825.9 spin_multiplicity=4 de_lowest_kcal_mol=8.1 e_lumo_ha="-0.3321 / -0.3444" total_energy_ha=-4668.17387
Cr 1.3336 2.2215 -1.9322
S 2.7829 0.5586 -0.9917
S 0.6994 0.7564 -3.6687
S -0.9261 2.7240 -1.2707
S 5.3119 3.2258 -4.0201
O 0.7862 3.9109 -3.2438
N 3.1603 2.7936 -2.7814
N 0.3679 -1.0335 -1.7273
N 3.5115 5.0990 0.0259
N 2.0321 3.5334 -0.4763
N 0.3746 -2.1976 -1.0524
N -2.2685 -0.8657 -0.4435
N -1.5645 0.2479 -0.6890
N -0.1234 0.1341 1.6147
N 0.6694 0.1810 0.5098
C 2.5454 5.1524 1.0290
C -3.5662 -0.7283 -0.3411
C 0.6366 -4.6073 -1.0058
C 4.1807 -0.2701 1.7371
C -0.3624 -0.1389 4.0110
C 1.8974 -0.2682 2.8000
C 1.6122 4.1719 0.7131
C 3.8223 2.4493 -3.8579
C 0.8850 -3.1928 -3.1380
C -4.1645 0.5578 -0.4688
C 5.0604 4.0662 -2.5590
C 1.1919 -1.8839 -5.2674
C 0.5271 3.9490 1.5632
C 0.4170 4.7613 2.6727
C -0.4535 -5.5001 -1.6186
C 0.4775 -0.0810 2.7477
C 0.6304 -3.2791 -1.7403
C -3.4291 1.6776 -0.7285
C 2.0125 0.1803 0.4948
C 0.6439 -0.8494 -3.0100
C -4.0205 3.0443 -0.9026
C 3.8641 3.7176 -2.0340
C -1.8319 0.1271 3.6959
C 2.0144 -5.2581 -1.1941
C 2.4489 5.9744 2.1448
C -4.3615 -2.0181 -0.1395
C -5.8535 -1.7327 0.0326
C 0.8964 -2.0002 -3.8001
C 2.6887 -0.1324 1.7039
C -0.2085 -1.5336 4.6370
C -3.8394 -2.7542 1.1014
C 1.3599 5.7654 2.9590
C 3.1652 4.1348 -0.8246
C -4.1449 -2.8903 -1.3871
C -2.0365 1.4706 -0.8608
C 0.3591 -4.4093 0.4824
C 0.1624 0.9290 4.9837
B -0.0822 0.0361 -0.7585
H 5.7972 4.7556 -2.1745
H -2.4093 0.0508 4.6176
H -0.5964 -3.9084 0.6531
H -5.2388 0.6475 -0.3752
H -2.7558 -2.8789 1.0691
H -0.4448 0.9194 5.8898
H 0.2828 3.7484 -4.0538
H 0.1047 1.9270 4.5458
H -4.5345 -2.4070 -2.2865
H 1.1961 0.7447 5.2853
H -0.8147 -1.5851 5.5423
H -0.2051 3.1773 1.3648
H -3.0823 -3.0993 -1.5360
H -4.2988 -3.7423 1.1509
H 2.2183 -5.5119 -2.2362
H 1.2292 6.3834 3.8371
H -5.0921 3.0297 -0.7181
H -0.4202 4.6274 3.3459
H 2.8166 -4.6106 -0.8308
H -3.8498 3.4081 -1.9183
H -0.2781 -5.6979 -2.6783
H -4.1037 -2.2197 2.0169
H -6.3709 -2.6739 0.2191
H -6.3013 -1.2941 -0.8623
H -6.0542 -1.0804 0.8861
H 3.4514 1.7364 -4.5807
H 4.3318 5.6821 -0.0391
H 0.5279 4.7907 -2.9372
H -1.4444 -5.0535 -1.5089
H 0.3273 -5.3852 0.9664
H 1.1422 -3.8171 0.9634
H -4.6688 -3.8390 -1.2630
H -1.9813 1.1287 3.2835
H 2.0492 -6.1868 -0.6236
H 1.2589 -2.8684 -5.7247
H 4.5292 -0.4344 2.7539
H 4.5062 -1.1114 1.1213
H -3.5593 3.7595 -0.2183
H -0.5522 -2.3163 3.9562
H -0.4575 -6.4615 -1.1037
H -2.2265 -0.5967 2.9808
H 3.1856 6.7358 2.3646
H 2.1402 -1.3653 -5.4249
H 0.8214 -1.7541 4.9266
H 4.6610 0.6254 1.3397
H 0.4186 -1.3149 -5.7841
H 1.0978 -4.1034 -3.6858
H 2.3552 -0.4869 3.7579

105
Properties=species:S:1:pos:R:3 method="wB97M-V/def2-TZVPD" charge=+4 mol_weight_g_mol=920.3 spin_multiplicity=2 de_lowest_kcal_mol=23.8 e_lumo_ha="-0.4269 / -0.4760" total_energy_ha=-6119.61475
Ge 0.9453 -1.6510 0.6941
Ti -1.0293 0.0249 -0.0215
P -0.0511 2.1660 -2.1955
P 0.5414 2.7685 0.5978
F -6.9704 2.2242 2.9359
F -5.6820 2.2913 4.6769
F -5.6917 3.9423 3.2738
O 0.2937 3.1385 -0.9455
O 0.1882 1.2492 0.6940
O -0.9389 1.0471 -1.6274
N -2.5623 0.9263 1.1303
N -0.4952 3.6879 1.4173
N 1.4030 1.5782 -2.6246
N -2.0015 -1.2978 -1.4362
N -3.1133 -3.1698 -1.9673
N -2.8064 -2.4521 -3.0690
N 2.0640 2.9713 1.0436
N -3.5079 -4.0424 2.2164
N -2.2426 -1.7652 1.2164
N -0.8703 3.0079 -3.2787
C 2.9437 -1.7022 0.4764
C 4.9626 -4.1129 -2.4057
C 0.4288 -3.5247 0.4836
C 3.6278 -3.8044 -2.5732
C 0.2115 -5.7102 1.4980
C -0.2134 -6.2390 0.2873
C -0.2255 4.0828 2.8170
C -4.8741 1.5047 1.3079
C -5.7886 2.6152 3.3922
C -2.6080 -2.4529 -1.0048
C 0.5281 -4.3598 1.5981
C 5.0588 -1.4626 1.6759
C -2.7135 -2.7312 0.4188
C 3.6108 -2.4841 -0.5042
C 1.4904 0.2373 -3.2298
C 2.6122 4.3231 1.3004
C -3.1025 -3.0617 3.0136
C 3.0892 2.0260 0.5696
C -0.3111 -5.4197 -0.8305
C 5.7080 -2.2713 0.7365
C -0.2155 3.9723 -4.2031
C -1.4795 4.5550 0.7338
C 2.9628 -2.9990 -1.6383
C -3.3390 -3.8673 0.9140
C 2.4427 2.4929 -3.1528
C 3.7141 -1.1736 1.5278
C -2.1538 -1.3454 -2.7614
C -2.3643 1.3817 2.3803
C 0.0122 -4.0736 -0.7298
C -2.3247 3.2248 -3.1062
C 4.9985 -2.7803 -0.3541
C -3.8034 0.9831 0.6138
C -4.6581 1.9781 2.5934
C -3.3860 1.9044 3.1440
C -2.4785 -1.9232 2.5191
C 0.7905 -1.1145 2.5855
C 5.6501 -3.6014 -1.2991
H -3.9347 0.5879 -0.3875
H -0.2400 -1.1123 2.9210
H -1.8325 -0.6066 -3.4765
H 2.6425 1.0754 0.2870
H -0.6437 -5.8317 -1.7749
H 0.0936 5.1227 2.8765
H 0.3039 -6.3493 2.3662
H 1.8322 5.0189 1.5870
H -0.9607 4.7099 -4.4889
H -5.8588 1.5327 0.8613
H 6.6964 -3.8422 -1.1525
H -0.4589 -7.2899 0.2111
H -2.2426 4.8189 1.4640
H -0.0444 -3.4552 -1.6213
H -1.1470 3.9802 3.3893
H 0.6905 -0.4054 -2.8673
H 5.4749 -4.7439 -3.1193
H 1.9174 -2.7640 -1.7959
H 1.3379 -1.8161 3.2150
H 3.0916 -4.1906 -3.4297
H -1.3572 1.3134 2.7708
H -3.2731 -3.1792 4.0767
H -1.0231 5.4716 0.3598
H 0.8559 -3.9723 2.5556
H 3.6160 2.4467 -0.2888
H -2.5173 4.2471 -2.7807
H 3.8099 1.8578 1.3688
H -1.9632 4.0263 -0.0846
H 6.7629 -2.4947 0.8418
H 1.4539 0.2846 -4.3201
H -3.1991 2.2390 4.1562
H 0.1301 3.4740 -5.1059
H 2.2801 2.7332 -4.2018
H 3.3346 4.2554 2.1116
H 0.5359 3.4460 3.2630
H 3.4047 1.9915 -3.0595
H 5.6065 -1.0798 2.5270
H 2.4791 3.4104 -2.5671
H 3.2491 -0.5551 2.2813
H -3.7074 -4.6339 0.2430
H 1.1976 -0.1159 2.7423
H 0.6052 4.5038 -3.7267
H 2.4454 -0.1977 -2.9342
H -3.1000 -2.7799 -3.9822
H 3.1119 4.7026 0.4086
H -2.1770 -1.1352 3.1952
H -2.8195 3.0601 -4.0617
H -2.7357 2.5293 -2.3784

101
Properties=species:S:1:pos:R:3 method="wB97M-V/def2-TZVPD" charge=+2 mol_weight_g_mol=911.4 spin_multiplicity=1 e_lumo_ha=-0.1886 total_energy_ha=-2774.19239
Hf -0.6857 0.2952 1.1156
S -4.2340 0.0152 -2.0099
O -1.3859 -0.7310 2.8624
O 1.0375 -1.1991 2.1861
O -0.3014 2.4252 0.3838
O 2.8064 -0.6573 -0.4207
O 0.6172 1.2483 2.6284
O 3.2096 3.1793 -2.6923
N -1.4190 -2.1737 4.5629
N 0.6425 -4.6709 -1.7605
N 2.4052 1.5844 3.9728
N -1.4829 -4.3813 -0.9883
N -0.9259 -1.9913 0.2151
N 2.9876 1.2672 -1.5858
N -1.8807 0.1808 -0.9750
N 1.1680 0.8662 -0.1149
C -3.4765 1.3813 0.4088
C -0.8046 -1.6627 3.5316
C 0.7802 -0.8918 -6.1758
C 1.9988 -1.2117 -4.0088
C 2.9802 3.5209 0.9432
C -2.1774 -2.5397 0.3895
C 1.4527 3.1959 -1.0868
C -5.0007 2.7719 1.6688
C -2.9305 -0.6451 -2.9020
C 0.7581 2.1336 -0.2418
C 2.1479 4.2250 -0.1229
C -2.9494 -1.3417 -4.1069
C 1.6791 0.8280 3.1604
C 1.9319 2.8969 4.4128
C -2.8046 2.1390 2.5505
C -0.5048 -1.3354 -4.1070
C -4.0065 2.9016 2.6590
C -1.7447 -0.4458 -2.1821
C 0.4997 -2.2247 3.0228
C -1.7787 -1.6781 -4.7112
C 0.3648 3.8187 -2.0665
C 0.8000 -1.6189 -4.7998
C -4.7136 2.0416 0.5091
C -3.1354 0.5432 -0.7946
C 2.6018 2.5622 -1.8662
C -2.5770 1.3385 1.4400
C -0.1291 2.8028 -3.0857
C 3.6856 1.1322 4.5696
C -2.3715 -3.7755 -0.2444
C -2.7724 -1.7325 4.9516
C 2.3811 0.4486 -0.6701
C -0.7691 -3.3160 5.3142
C -0.5425 -0.7481 -2.8456
C -0.2574 -3.8911 -1.1277
C 2.1843 -0.5213 2.7655
C 0.8914 -3.1143 -5.0352
C -0.0299 -2.6077 -0.5343
H 3.2937 4.2332 1.6491
H 1.7704 -3.4098 -5.6699
H 2.6900 3.6524 4.3699
H -3.3335 -4.2742 -0.2029
H 2.6026 -1.1803 3.4831
H 2.7549 4.8934 -0.7833
H 0.2432 -3.0901 2.4355
H 3.6678 1.2547 5.6421
H 1.6726 -1.1706 -6.7595
H -3.4379 -2.5827 4.7630
H 2.9560 -0.4058 1.9566
H -4.1762 3.4905 3.5724
H 4.5128 1.6713 4.1659
H -2.9118 -1.9781 0.9559
H -0.0913 -1.1989 -6.8617
H -1.4822 -3.8333 5.9689
H 0.9545 -2.2108 -0.6494
H 1.0927 3.2178 3.7857
H 0.2305 -5.5303 -2.1179
H 1.2192 -2.4374 3.7960
H 1.3741 4.8091 0.3196
H -0.7247 1.9950 -2.5989
H 0.0765 -2.9734 5.9424
H 1.9752 -0.1264 -3.7209
H 3.9165 3.1147 0.4789
H -2.8217 -1.3802 5.9717
H 0.7412 2.3966 -3.6139
H 1.6442 2.8561 5.4532
H -0.7490 3.2725 -3.8579
H 3.7361 0.8780 -2.1329
H -3.0977 -0.9301 4.2199
H 2.1084 -1.7877 -3.0904
H 2.4520 2.7253 1.4400
H 3.7076 0.0357 4.4085
H 0.9071 -3.6742 -4.0952
H -1.8900 -2.2173 -5.6459
H -0.3569 -4.0594 4.6078
H -0.0176 -3.5243 -5.5763
H 0.7531 4.7194 -2.5567
H 2.9589 -1.3868 -4.5097
H -2.0159 2.2451 3.3457
H 0.3416 -0.5059 -2.3325
H -3.8464 -1.6302 -4.6036
H 0.7741 0.2254 -6.1110
H 1.4627 -4.2917 -2.2112
H -0.4337 4.1296 -1.4257
H -5.4420 2.0450 -0.3259
H -5.9814 3.2923 1.7595